Molecular formula: C9H14BNO
Method: DFT, wB97M-V/def2-TZVPD

Last column: natural (NBO) charge in e.
CARTESIAN COORDINATES (ANGSTROEM)
C 2.353 -1.470 -1.187  -1.03
B 2.486 -0.310 -0.101  1.07
O 3.627 -0.034 0.486  -0.88
N 1.286 0.750 0.262  -0.67
C 1.547 2.141 0.580  -0.38
C 0.013 0.256 0.322  0.21
C -0.085 -1.081 0.817  -0.26
C -1.240 -1.765 0.784  -0.19
C -2.403 -1.153 0.426  -0.25
C -2.325 0.158 -0.109  0.02
C -3.541 0.866 -0.520  -0.63
C -1.141 0.814 -0.163  -0.27
H 3.052 -1.194 -2.008  0.25
H 1.274 -1.408 -1.483  0.26
H 2.586 -2.459 -0.693  0.23
H 4.172 -0.884 0.450  0.50
H 1.281 2.390 1.565  0.19
H 2.644 2.358 0.370  0.21
H 0.957 2.900 -0.144  0.17
H 0.900 -1.493 0.942  0.19
H -1.440 -2.797 1.259  0.21
H -3.261 -1.733 0.489  0.21
H -4.193 0.317 -1.133  0.22
H -4.189 1.099 0.299  0.22
H -3.296 1.821 -1.071  0.21
H -1.063 1.908 -0.438  0.21

## Properties
Structure (SMILES) = CB(O)N(C)c1cccc(C)c1
Energy above the lowest of the compared OMol25 structures with the same formula, charge and spin = 0.0968 eV
Frontier orbital gap = 8.04 eV
Highest occupied orbital energy = -7.611 eV
2S+1 = 1
LUMO level = 0.43 eV
E = -13774.7139 eV
Net charge = 0



Molecular formula: C14H46O14
Method: DFT, wB97M-V/def2-TZVPD

Last column: Löwdin charge in e.
CARTESIAN COORDINATES (ANGSTROEM)
O 13.207 9.844 13.863  -0.10
C 14.026 10.728 14.565  -0.23
C 12.876 11.632 15.076  -0.22
O 12.233 12.287 13.984  -0.06
H 13.708 9.235 13.279  0.09
H 14.544 10.215 15.372  0.11
H 14.758 11.257 13.957  0.12
H 13.339 12.373 15.706  0.11
H 12.088 11.060 15.542  0.09
H 11.984 11.632 13.359  0.05
O 11.586 6.964 15.655  -0.06
C 11.241 8.206 16.280  -0.22
C 10.101 8.830 15.474  -0.26
O 9.090 7.851 15.588  -0.07
H 10.846 6.413 15.885  0.06
H 10.801 8.040 17.252  0.12
H 12.127 8.842 16.289  0.11
H 10.431 9.087 14.452  0.12
H 9.717 9.741 15.959  0.12
H 8.244 8.159 15.264  0.08
O 12.848 6.501 8.619  -0.09
C 14.190 6.071 8.454  -0.23
C 14.592 5.338 9.738  -0.24
O 14.449 6.169 10.860  -0.07
H 12.264 5.828 8.158  0.12
H 14.271 5.335 7.633  0.13
H 14.802 6.951 8.326  0.09
H 15.620 4.967 9.649  0.12
H 13.999 4.430 9.912  0.12
H 13.792 5.861 11.489  0.06
O 8.301 11.370 7.267  -0.06
C 9.465 12.132 7.364  -0.28
C 10.652 11.652 6.524  -0.18
O 11.166 10.389 7.077  -0.10
H 8.276 10.703 7.981  0.05
H 9.268 13.133 7.056  0.10
H 9.728 12.242 8.441  0.13
H 11.508 12.370 6.684  0.13
H 10.416 11.568 5.445  0.12
H 10.566 9.713 6.766  0.08
O 5.427 8.920 13.491  -0.02
C 5.481 10.247 13.170  -0.34
C 6.848 10.750 13.246  -0.22
O 7.590 10.312 12.066  -0.08
H 4.529 8.638 13.259  0.11
H 5.241 10.555 12.116  0.14
H 4.845 10.906 13.813  0.13
H 7.353 10.469 14.208  0.13
H 6.850 11.858 13.195  0.13
H 8.135 9.580 12.355  0.07
C 14.759 8.928 6.310  -0.19
O 13.798 9.035 7.296  -0.13
H 15.671 8.675 6.936  0.09
H 14.651 8.137 5.601  0.06
H 14.888 9.920 5.856  0.09
H 13.094 9.522 6.864  0.04
C 15.616 9.623 10.679  -0.17
O 15.382 8.918 11.853  -0.14
H 14.786 9.390 9.957  0.09
H 15.604 10.714 10.865  0.08
H 16.622 9.425 10.251  0.08
H 15.317 7.984 11.613  0.05
C 10.755 5.469 12.655  -0.09
O 11.835 5.371 11.649  -0.13
H 10.601 4.545 13.177  0.07
H 10.921 6.253 13.403  0.06
H 9.792 5.640 12.214  0.06
H 11.887 6.181 11.139  0.05
C 9.642 9.135 9.782  -0.15
O 8.269 9.357 9.430  -0.15
H 10.112 8.599 8.935  0.08
H 10.265 10.065 10.012  0.10
H 9.723 8.505 10.742  0.08
H 7.703 9.714 10.155  0.07

## Properties
Structure (SMILES) = OCCO.OCCO.OCCO.OCCO.OCCO.CO.CO.CO.CO
Energy above the lowest of the compared OMol25 structures with the same formula, charge and spin = 1.7394 eV
Frontier orbital gap = 10.13 eV
Highest occupied orbital energy = -9.764 eV
2S+1 = 1
LUMO level = 0.36 eV
E = -43923.7624 eV
Net charge = 0



Molecular formula: C5H11BrOSi
Method: DFT, wB97M-V/def2-TZVPD

Last column: natural (NBO) charge in e.
CARTESIAN COORDINATES (ANGSTROEM)
C 0.399 -1.437 -0.196  0.33
C -0.210 1.203 -1.413  -1.11
C -2.521 -0.478 0.165  -1.10
C -0.314 1.081 1.720  -1.04
C 2.788 -1.197 -0.466  -0.65
O 0.104 -2.588 -0.201  -0.48
Si -0.691 0.106 0.034  1.47
Br 3.509 0.472 0.175  -0.03
H -0.257 0.737 -2.310  0.23
H -0.643 2.143 -1.596  0.25
H 0.952 1.383 -1.326  0.26
H -3.361 -0.021 -0.304  0.25
H -2.471 -1.612 -0.206  0.25
H -2.671 -0.526 1.258  0.24
H -0.906 0.687 2.535  0.23
H 0.726 1.331 1.996  0.26
H -0.774 1.982 1.638  0.23
H 3.452 -2.038 0.060  0.22
H 2.890 -1.227 -1.564  0.19

## Properties
Energy above the lowest of the compared OMol25 structures with the same formula, charge and spin = 4.3242 eV
Frontier orbital gap (alpha / beta) = 7.98 / 7.98 eV
Highest occupied orbital energy (alpha / beta) = -7.882 / -7.884 eV
2S+1 = 1
LUMO level (alpha / beta) = 0.10 / 0.10 eV
E = -85327.9054 eV
Net charge = 0



Molecular formula: C5H8O2
Method: DFT, wB97M-V/def2-TZVPD

Last column: natural (NBO) charge in e.
CARTESIAN COORDINATES (ANGSTROEM)
C 0.967 -1.245 -1.246  -0.41
C -0.171 -1.116 -0.564  -0.20
C -0.715 0.131 0.036  0.15
O -2.113 0.223 0.011  -0.69
C 0.064 1.427 0.057  -0.48
C -0.070 0.607 1.310  0.10
O 1.025 -0.055 1.849  -0.70
H 1.316 -2.219 -1.575  0.21
H 1.581 -0.388 -1.514  0.20
H -0.765 -1.999 -0.328  0.22
H -2.363 0.498 -0.882  0.47
H -0.520 2.340 -0.019  0.23
H 1.042 1.464 -0.415  0.22
H -0.746 0.960 2.083  0.20
H 1.356 -0.669 1.176  0.48

## Properties
Structure (SMILES) = C=C[C@]1(O)C[C@@H]1O
Energy above the lowest of the compared OMol25 structures with the same formula, charge and spin = 2.0677 eV
Frontier orbital gap = 10.31 eV
Highest occupied orbital energy = -9.445 eV
2S+1 = 1
LUMO level = 0.86 eV
E = -9407.7645 eV
Net charge = 0



Molecular formula: CH4FIP2
Method: DFT, wB97M-V/def2-TZVPD

Last column: natural (NBO) charge in e.
CARTESIAN COORDINATES (ANGSTROEM)
C -1.221 1.426 0.685  -0.51
F 2.114 0.828 -0.801  -0.61
P 0.422 -1.526 -0.245  0.02
P 0.485 0.621 -0.384  0.83
I -2.440 -0.052 -0.210  0.16
H -1.091 0.955 1.658  0.15
H -0.054 -1.523 1.124  0.02
H 1.793 -1.618 -0.192  0.00
H -0.008 0.889 -1.634  -0.06

## Properties
Energy above the lowest of the compared OMol25 structures with the same formula, charge and spin = 3.0917 eV
Frontier orbital gap (alpha / beta) = 7.00 / 7.22 eV
Highest occupied orbital energy (alpha / beta) = -6.758 / -9.422 eV
2S+1 = 3
LUMO level (alpha / beta) = 0.24 / -2.20 eV
E = -30492.4705 eV
Net charge = 0



Molecular formula: C4H4BrN2O
Method: DFT, wB97M-V/def2-TZVPD

Last column: natural (NBO) charge in e.
CARTESIAN COORDINATES (ANGSTROEM)
C 1.454 -0.562 0.045  -0.12
C 1.399 0.802 0.085  0.14
C -0.782 -0.261 -0.290  0.34
C -2.249 -0.193 -0.198  0.33
N 0.228 1.353 0.005  -0.49
N 0.241 -1.084 -0.184  -0.42
O -2.966 0.734 -0.347  -0.40
Br 2.983 1.737 0.439  0.22
H 2.251 -1.292 0.211  0.27
H -2.653 -1.293 0.090  0.17
H -0.256 2.150 0.324  0.47
H 0.349 -2.091 -0.180  0.49

## Properties
Energy above the lowest of the compared OMol25 structures with the same formula, charge and spin = 3.3731 eV
Frontier orbital gap (alpha / beta) = 8.02 / 8.02 eV
Highest occupied orbital energy (alpha / beta) = -14.077 / -14.076 eV
2S+1 = 1
LUMO level (alpha / beta) = -6.06 / -6.06 eV
E = -79272.0367 eV
Net charge = +1